48
Properties=species:S:1:pos:R:3:forces:R:3:mulliken_charge:R:1 method="wB97M-V/def2-TZVPD" smiles="C=CC1=C(CCCOC(C)=O)C(=O)OC1=O.CC(C)=O.CC(C)=O" charge=0 orbital_gap_ev=8.525 energy_ev=-32349.56799
O -1.207 -6.268 -0.603 -0.1 0.0 0.0 -0.558
O 2.050 -1.509 0.914 -1.1 0.1 -0.6 -0.596
O -1.450 2.632 2.142 0.4 -0.4 0.2 -0.594
O 0.517 1.894 2.975 -0.2 -0.3 -0.5 -0.395
O -0.645 -1.617 -2.429 1.0 0.8 -0.3 -0.556
O 1.075 -0.914 -1.044 0.4 -1.3 -0.4 -0.375
O 1.926 3.913 -1.519 0.0 0.0 0.0 -0.523
C 0.257 -0.510 3.269 -1.0 0.4 0.1 -0.745
C -0.349 -0.972 0.817 -0.2 0.6 -0.5 0.732
C -2.419 -0.229 -0.520 -0.2 0.3 0.2 -0.290
C 1.322 4.146 -3.804 0.1 -0.2 0.1 -1.169
C -3.367 0.045 0.377 -0.1 -0.3 -0.2 -0.806
C 0.402 2.488 0.652 0.1 -0.2 0.6 -0.721
C -1.078 -0.700 -0.278 0.0 -0.8 -0.3 1.030
C -0.285 2.351 1.981 -0.8 0.4 -0.5 0.650
C 0.208 -4.570 -1.476 -0.3 -0.1 -0.1 -0.525
C 0.746 5.913 -2.024 0.1 -0.1 0.2 -1.182
C -0.221 -1.072 -1.456 -1.4 -0.1 0.8 -0.076
C 1.387 4.589 -2.363 0.0 0.0 -0.1 0.914
C -0.090 -5.814 -0.675 0.0 0.0 0.0 0.743
C 1.075 -6.464 0.032 -0.2 -0.1 0.1 -1.093
C -0.072 0.879 3.794 0.5 -0.1 0.7 -0.693
C 1.039 -1.220 0.332 1.2 0.7 0.6 0.102
C -0.793 -0.963 2.227 0.9 -0.9 0.4 -0.792
H -0.701 -4.199 -1.941 0.0 0.0 0.0 0.251
H -1.706 -0.401 2.351 -0.2 0.3 -0.2 0.104
H -3.440 -0.412 1.346 0.3 0.3 0.4 0.360
H 0.282 4.048 -4.120 0.0 0.1 -0.1 0.326
H 0.862 6.112 -0.961 0.0 0.0 0.0 0.311
H 0.620 -3.793 -0.830 0.2 -0.1 0.0 -0.133
H 1.259 1.829 0.626 0.4 0.1 -0.2 0.287
H 1.264 -0.540 2.879 0.2 -0.1 0.0 0.415
H 0.186 -1.167 4.130 0.1 -0.2 0.1 0.370
H -1.061 -1.998 2.448 -0.1 -0.1 0.1 0.572
H 1.518 -5.765 0.743 0.1 0.0 -0.1 0.289
H 0.932 -4.808 -2.257 0.1 0.1 0.1 0.404
H 1.817 3.183 -3.909 0.0 0.0 0.0 0.297
H -4.159 0.716 0.098 -0.5 -0.2 -0.2 0.267
H 1.824 4.875 -4.442 -0.1 0.1 0.0 0.359
H -2.625 0.034 -1.545 0.2 0.4 -0.2 0.380
H 1.224 6.715 -2.589 -0.1 0.0 -0.1 0.376
H -0.317 5.887 -2.267 0.0 0.1 -0.1 0.318
H 1.832 -6.766 -0.693 0.1 0.1 0.0 0.316
H 0.727 -7.344 0.569 0.0 0.0 0.0 0.317
H -1.141 1.023 3.900 -0.2 0.2 -0.2 0.386
H 0.706 3.514 0.507 0.3 0.2 0.0 0.325
H -0.275 2.234 -0.151 -0.3 0.0 -0.1 0.203
H 0.347 0.994 4.785 0.2 0.2 0.1 0.415